a | # H10LiO5

H10LiO5 as an isolated structure (ωB97M-V/def2-TZVPD, the OMol25 dataset).

Structure (XYZ):
```
16
Properties=species:S:1:pos:R:3:mulliken_charge:R:1
Li 23.56700 31.85400 9.24400 0.95
O 22.30500 30.33500 8.91700 -0.68
H 22.05600 30.64600 8.05200 0.43
H 21.83600 29.42900 8.98000 0.32
O 22.01300 31.75200 6.75200 -0.60
H 21.91900 32.65400 6.81200 0.29
H 21.52100 31.47000 6.02000 0.27
O 24.19300 31.15500 11.09600 -0.60
H 23.72400 30.79000 11.85900 0.28
H 25.18600 31.24900 11.13800 0.33
O 25.04200 32.97500 8.35800 -0.64
H 25.65600 32.37400 7.87100 0.34
H 25.14700 33.82700 8.63200 0.27
O 22.16600 33.34000 10.10000 -0.66
H 22.74700 33.41400 10.87000 0.35
H 22.36800 34.32300 9.80200 0.35
```

Frontier orbital gap, eV: 11.80
Net charge: +1



b | # H10LiO5

H10LiO5 as an isolated structure (ωB97M-V/def2-TZVPD, the OMol25 dataset).

Structure (XYZ):
```
16
Properties=species:S:1:pos:R:3:mulliken_charge:R:1
Li 0.06569 -0.04138 0.06969 0.95
O -0.13231 1.53762 -1.51331 -0.64
H -0.90131 1.19362 -2.01031 0.34
H 0.51269 1.44362 -2.29031 0.33
O -2.06231 0.50362 0.40069 -0.53
H -2.43231 -0.05038 1.10769 0.27
H -2.84031 1.04962 0.19769 0.27
O -0.29031 -1.97438 0.73669 -0.60
H -0.97031 -1.76237 1.33869 0.28
H 0.09569 -2.77038 1.07969 0.29
O 1.76569 -0.61037 -0.96231 -0.67
H 2.35669 -0.20838 -1.67731 0.31
H 1.43469 -1.46238 -1.32331 0.35
O 0.72269 1.10562 1.53769 -0.68
H 1.63569 1.49762 1.10069 0.38
H 1.03969 0.54863 2.20769 0.34
```

Frontier orbital gap, eV: 12.13
Net charge: +1



Structures ranked by computed energy, the most stable listed first: b, a.



a | # C6H3N

An isolated molecule of C6H3N (ωB97M-V/def2-TZVPD, the OMol25 dataset).

Structure (XYZ):
```
10
Properties=species:S:1:pos:R:3:mulliken_charge:R:1
C -0.05225 -0.04368 0.06346 -0.92
C 1.36123 0.16775 0.00630 0.45
C 2.20296 1.20292 0.36318 -0.12
C 3.56733 1.16029 0.29960 -0.17
C 4.03078 -0.03336 0.07912 0.25
C 3.37385 -1.13929 -0.39550 0.07
N 2.10556 -1.06799 -0.35519 -0.36
H -0.76149 0.67559 0.76018 0.27
H -0.32113 -1.07163 0.50347 0.29
H -0.52535 0.12279 -0.96804 0.23
```

Frontier orbital gap (spin up / spin down), eV: 7.73 / 8.09
SMILES: CC1=C=C=C=C=N1



b | # C6H3N

C6H3N as an isolated structure (ωB97M-V/def2-TZVPD, the OMol25 dataset).

Structure (XYZ):
```
10
Properties=species:S:1:pos:R:3:mulliken_charge:R:1
C 1.93900 0.89953 -0.00020 0.16
C 3.22582 0.20548 -0.04361 -0.77
C 0.67142 0.86933 0.03782 0.07
C 2.22047 -0.63294 -0.01252 0.26
C -0.28252 -0.17237 0.02368 0.88
C -1.75905 -0.00864 0.00215 -1.11
N 0.34689 -1.27588 0.01577 -0.44
H -2.06737 0.66022 0.80465 0.31
H -2.23834 -0.97727 0.12194 0.34
H -2.05632 0.43255 -0.94969 0.29
```

Frontier orbital gap (spin up / spin down), eV: 8.58 / 8.58



Structures ranked by computed energy, the most stable listed first: a, b.